{
  "formula": "C43H41AsGaN6O2S2",
  "method": "ωB97M-V/def2-TZVPD",
  "total_energy_ev": -193171.439,
  "homo_ev": [-9.791, -9.790],
  "lumo_energy_ev": [-2.872, -2.872],
  "max_force_ha_per_bohr": 0.0669,
  "total_charge": 1,
  "e_above_lowest_kj_mol": 151.1,
  "elements": ["Ga", "C", "C", "N", "C", "C", "C", "S", "N", "C", "O", "C", "C", "C", "C", "C", "C", "H", "H", "H", "H", "H", "H", "H", "H", "H", "H", "H", "H", "H", "H", "H", "S", "C", "N", "N", "C", "C", "C", "C", "C", "C", "N", "N", "C", "C", "C", "C", "C", "C", "H", "H", "H", "H", "H", "H", "H", "H", "H", "H", "H", "O", "As", "C", "C", "C", "C", "C", "C", "C", "C", "C", "C", "C", "C", "C", "C", "C", "C", "C", "C", "H", "H", "H", "H", "H", "H", "H", "H", "H", "H", "H", "H", "H", "H", "H"],
  "xyz": [[-0.188749, -0.404040, 0.950401], [-1.468172, 2.931393, 4.971100], [-2.741687, 2.147333, 4.813509], [-2.462300, 0.853429, 4.270464], [-2.546786, -0.310461, 5.138469], [-1.319222, -0.593754, 5.972472], [-2.302363, 0.745835, 2.924081], [-2.051088, -0.903345, 2.299985], [-2.398353, 1.864460, 2.239016], [-1.484800, 2.275868, 1.428328], [-0.484650, 1.587333, 1.015279], [-1.599967, 3.649880, 0.904580], [-2.822611, 4.287943, 0.977732], [-2.937695, 5.616901, 0.564504], [-1.789044, 6.268186, 0.081440], [-0.568751, 5.615962, -0.017732], [-0.462403, 4.343907, 0.452888], [-1.451449, 3.481894, 5.938755], [-1.316502, 3.610566, 4.203256], [-0.635702, 2.250156, 5.135450], [-3.453248, 2.587331, 4.081553], [-3.323664, 1.948285, 5.733860], [-2.751211, -1.270795, 4.580995], [-3.416318, -0.095479, 5.838601], [-0.508092, -0.848433, 5.255875], [-1.455768, -1.597729, 6.391241], [-1.139088, 0.178076, 6.793063], [-3.644269, 3.701936, 1.424841], [-3.829736, 6.179034, 0.673077], [-1.909589, 7.358425, -0.090441], [0.310099, 6.166117, -0.438256], [0.474800, 3.814802, 0.429069], [1.870322, -0.074644, 1.806589], [2.426630, -1.709019, 1.514959], [3.648661, -2.032507, 1.621485], [4.498413, -1.133448, 1.978782], [5.885916, -1.255352, 1.616258], [6.641795, -0.132326, 1.625974], [7.962433, -0.193577, 1.254824], [8.518816, -1.442075, 0.991573], [7.705695, -2.639612, 1.054671], [6.417007, -2.507780, 1.408507], [1.606623, -2.734394, 1.140835], [0.425295, -2.440704, 0.895349], [-0.481767, -3.610946, 0.558361], [-0.239580, -4.922383, 1.050642], [-1.000005, -5.950200, 0.613271], [-2.127497, -5.674872, -0.137466], [-2.320581, -4.408919, -0.670456], [-1.575526, -3.340603, -0.212498], [4.192006, -0.140167, 2.014303], [6.109340, 0.807774, 1.794058], [8.545898, 0.681476, 1.166710], [9.529852, -1.494770, 0.645465], [8.187026, -3.661024, 0.955892], [5.794794, -3.388084, 1.584314], [0.653831, -5.021409, 1.671644], [-0.811032, -7.026951, 0.886119], [-2.870000, -6.364313, -0.389717], [-3.177970, -4.319762, -1.321683], [-1.778089, -2.383577, -0.505811], [-0.662808, -0.578360, -0.914800], [-0.621797, -0.158423, -2.537444], [-2.230157, -0.898513, -3.153506], [-3.373361, -0.691003, -2.328593], [-4.611328, -1.206702, -2.792685], [-4.670439, -1.854029, -3.979670], [-3.558297, -2.056906, -4.767948], [-2.324652, -1.666205, -4.263028], [0.952929, -0.822226, -3.304182], [1.550445, -0.315823, -4.420597], [2.548368, -1.081031, -5.016893], [2.877627, -2.348212, -4.566504], [2.239361, -2.850374, -3.412607], [1.319358, -2.078586, -2.771517], [-0.615288, 1.776785, -2.764199], [0.565102, 2.510505, -2.889075], [0.464713, 3.814538, -3.250993], [-0.771076, 4.433268, -3.310723], [-1.970660, 3.724417, -3.094168], [-1.867051, 2.382655, -2.913022], [-3.330722, -0.190981, -1.382921], [-5.480523, -1.085097, -2.229654], [-5.674461, -2.024554, -4.339031], [-3.593987, -2.661718, -5.698314], [-1.460785, -1.906588, -4.847173], [1.289046, 0.618842, -4.882329], [3.102577, -0.672918, -5.804774], [3.656090, -2.830781, -5.167960], [2.553580, -3.732029, -2.912327], [0.777330, -2.435708, -1.895949], [1.502381, 1.963328, -2.824084], [1.306442, 4.464996, -3.566223], [-0.769367, 5.450035, -3.536946], [-2.908675, 4.296019, -3.208378], [-2.769844, 1.784529, -2.802190]],
  "atomic_forces_ev_per_a": [[-0.7, 0.5, -0.2], [0.0, -0.3, 3.2], [-1.5, 0.2, 0.1], [0.0, -1.7, -2.7], [-1.5, -0.9, 1.1], [0.6, -0.3, 0.1], [0.0, -1.5, 2.2], [0.3, 0.8, -0.6], [-0.5, 0.2, 0.6], [0.9, -0.4, -1.5], [0.1, -0.1, 0.1], [0.5, 0.7, 0.1], [-0.8, 0.1, 0.2], [1.6, -0.5, -0.1], [-1.3, 0.9, 0.4], [0.7, 1.6, -0.5], [-0.3, -1.6, -0.2], [-0.3, 0.0, -0.7], [0.5, 1.1, -1.6], [0.2, -0.1, -0.6], [0.5, 0.3, 0.7], [0.6, 0.4, -0.2], [-0.1, 1.5, 0.4], [0.8, -0.5, -0.9], [0.1, 1.1, 0.6], [-0.3, 0.4, 0.6], [0.2, -1.1, -1.3], [0.3, 0.6, -0.4], [-0.8, 0.2, 0.1], [0.4, -0.9, -0.3], [-0.8, -0.6, 0.6], [0.2, -0.1, 0.0], [-0.4, 0.2, -0.1], [-1.0, 1.0, 0.2], [1.1, -1.3, -0.2], [1.4, 1.8, -0.3], [-1.6, -0.8, 1.1], [-0.8, 1.4, -0.4], [0.4, -1.6, -0.1], [-1.2, -1.0, -0.4], [3.4, 0.5, 0.0], [-1.4, -1.3, 0.3], [-0.4, -0.8, -0.1], [-1.6, -1.7, -0.2], [1.4, 0.5, 1.4], [2.1, 2.2, -0.2], [-0.9, -2.4, 0.7], [0.7, 1.4, -1.0], [-1.0, -0.7, 0.9], [0.5, -1.8, -0.3], [0.0, -0.9, 0.1], [0.5, 0.0, 0.1], [0.6, 0.8, 0.0], [0.5, -0.2, 0.0], [-0.7, 1.5, -0.1], [0.1, 0.3, -0.3], [-0.3, -0.3, -0.2], [-0.1, 1.4, 0.0], [-0.6, -1.5, -0.3], [0.0, 0.5, -0.1], [-0.5, 2.2, -0.8], [0.3, 0.1, 0.9], [0.5, 2.0, 0.8], [-1.3, 0.5, 2.1], [-0.6, -1.0, -1.5], [2.9, 1.1, 1.2], [-1.0, 0.2, -1.6], [0.4, -1.3, -0.2], [-0.2, -0.3, -1.9], [-0.6, -1.3, 0.7], [0.6, -0.2, -0.7], [-0.4, -0.5, 0.9], [0.0, 0.4, 0.0], [1.2, 0.4, -0.6], [-1.0, 0.8, -0.1], [-0.6, -0.5, -0.1], [0.0, -2.0, -0.1], [0.5, 2.1, -0.6], [-0.7, -1.6, 0.5], [0.7, 2.2, -0.9], [-0.4, -1.2, 0.8], [0.2, 0.3, 0.3], [-1.2, 0.3, 0.9], [0.0, -0.7, -0.3], [-0.1, 0.7, 0.7], [0.6, 0.0, -0.2], [-0.2, 0.3, 0.1], [0.6, 0.5, -1.2], [-0.3, -0.4, 0.7], [0.2, -1.0, -0.1], [0.3, 0.0, -0.1], [0.1, 0.4, 0.1], [-0.2, -0.9, 0.6], [-0.3, 1.6, -0.4], [0.4, -0.7, 0.3], [0.1, 0.1, -0.2]]
}

***

{
  "formula": "C4H7N3",
  "method": "ωB97M-V/def2-TZVPD",
  "total_energy_ev": -8727.368,
  "homo_ev": [-7.922, -7.572],
  "lumo_energy_ev": [-0.079, -0.039],
  "max_force_ha_per_bohr": 0.0311,
  "total_charge": 0,
  "e_above_lowest_kj_mol": 416.0,
  "elements": ["C", "N", "C", "C", "C", "N", "N", "H", "H", "H", "H", "H", "H", "H"],
  "xyz": [[-1.338169, -2.058103, 0.589515], [-1.106005, -0.750168, 0.396976], [0.303532, -0.429250, 0.428877], [0.273177, 0.864953, -0.313360], [1.403402, 1.734200, -0.751284], [-0.967399, 1.236030, -0.411065], [-1.843127, 0.276498, 0.040787], [-0.863135, -2.659340, -0.182239], [-2.247296, -2.393565, 1.050277], [0.695481, -1.458618, 0.270008], [0.607306, -0.255774, 1.472251], [1.004821, 2.642614, -1.211201], [2.035253, 2.029887, 0.096210], [2.042159, 1.220636, -1.475751]],
  "atomic_forces_ev_per_a": [[-0.9, -0.4, -0.1], [0.3, 0.1, 0.1], [0.0, -0.3, 0.0], [-0.1, -0.1, -0.1], [0.0, 0.0, 0.0], [0.2, 0.0, 0.2], [0.0, 0.1, 0.3], [0.4, -0.3, 0.8], [-0.5, 0.1, -0.3], [1.0, 0.9, -0.8], [-0.3, 0.1, 0.0], [0.0, -0.2, 0.1], [-0.1, -0.1, -0.1], [0.0, 0.0, 0.1]]
}